1.
{"formula": "C6H12N2", "method": "ωB97M-V/def2-TZVPD", "symbols": ["C", "C", "H", "H", "H", "H", "H", "H", "C", "C", "C", "C", "N", "N", "H", "H", "H", "H", "H", "H"], "coordinates": [[-1.51283, 1.53478, -0.89471], [-0.73796, 2.79227, -1.00801], [-2.08539, 1.59466, 0.01872], [-2.06954, 1.37253, -1.82246], [-0.93525, 0.65243, -0.76328], [-0.17314, 2.91691, -1.85166], [-1.31275, 3.70409, -0.96599], [0.00694, 2.91115, -0.20157], [2.07625, -1.78396, -0.69350], [0.92908, -1.65330, 0.20409], [1.09690, -1.09985, 1.45876], [-1.11026, -1.36333, 1.02375], [-0.40780, -1.88021, -0.03481], [-0.18457, -0.90829, 1.93263], [2.72240, -0.93451, -0.82965], [1.60638, -2.27157, -1.64355], [1.85900, -0.91308, 2.17303], [-2.09871, -1.31744, 1.26356], [-0.33601, -0.83831, 2.95924], [2.66725, -2.51496, -0.32461]], "lowdin_charge": [-0.16, -0.18, 0.06, 0.08, 0.02, 0.03, 0.06, 0.08, -0.05, -0.38, -0.07, -0.15, 0.09, 0.01, 0.08, 0.12, 0.10, 0.08, 0.16, 0.03], "lumo_energy_ev": 0.869, "gap_ev": 9.4, "smiles": "Cc1c[nH]cn1.CC", "largest_force_ha_per_bohr": 0.121, "e_tot_ev": -9395.556}

2.
{"formula": "C5H10O2", "method": "ωB97M-V/def2-TZVPD", "symbols": ["O", "C", "C", "C", "C", "O", "C", "H", "H", "H", "H", "H", "H", "H", "H", "H", "H"], "coordinates": [[2.20526, 0.61829, 0.28568], [1.45589, -0.55709, 0.20939], [0.01901, -0.37638, 0.53056], [-0.42778, 1.09475, 0.65992], [-1.73394, 1.14694, -0.12921], [-1.54001, 0.19094, -1.18191], [-0.59641, -0.67552, -0.83221], [2.86325, 0.67323, -0.41294], [0.90418, -2.20781, -0.65392], [1.96484, -1.39994, 0.69448], [-0.38761, -0.96362, 1.36396], [-0.55286, 1.39459, 1.70065], [0.31976, 1.74662, 0.20032], [-1.90630, 2.09465, -0.64001], [-2.61492, 0.88001, 0.46400], [-0.17402, -1.15300, -1.70014], [0.20166, -2.50666, -0.55863]], "lowdin_charge": [-0.05, -0.20, -0.32, -0.11, -0.15, -0.05, -0.16, 0.10, 0.06, 0.10, 0.14, 0.12, 0.11, 0.12, 0.12, 0.08, 0.10], "lumo_energy_ev": [0.745, 0.799], "gap_ev": [7.5, 8.4], "largest_force_ha_per_bohr": 0.030, "e_tot_ev": -9436.507}

3.
{"formula": "B5F20MnNO3", "method": "ωB97M-V/def2-TZVPD", "symbols": ["Mn", "N", "O", "O", "O", "B", "F", "F", "F", "F", "B", "F", "F", "F", "F", "B", "F", "F", "F", "F", "B", "F", "F", "F", "F", "B", "F", "F", "F", "F"], "coordinates": [[0.45122, 0.03925, -0.40222], [3.64241, -1.09761, 3.75500], [3.03958, -0.97491, 4.77016], [4.70306, -1.67712, 3.75103], [3.10458, -0.66930, 2.69486], [-2.96018, 0.42847, 3.59491], [-1.95962, 0.46418, 4.42658], [-3.37676, 1.67467, 3.23320], [-2.42056, -0.11771, 2.44647], [-3.98855, -0.37202, 4.10158], [-0.74144, -5.17381, -0.48565], [0.41277, -5.86872, -0.53485], [-1.45825, -5.52878, -1.59784], [-1.47149, -5.43717, 0.64638], [-0.42886, -3.93176, -0.61691], [3.26941, 0.24811, -3.64231], [4.60785, 0.34486, -3.85677], [2.75385, 1.28630, -2.91350], [2.57771, 0.19828, -4.78785], [3.02748, -0.78241, -2.82699], [-3.30538, 0.65828, -4.26520], [-2.73010, 1.64805, -5.07278], [-4.57205, 0.93517, -3.98728], [-3.21071, -0.54821, -4.79769], [-2.55264, 0.57475, -3.14048], [0.76912, 4.71009, 1.89482], [1.75174, 5.47859, 1.28390], [0.25934, 3.75965, 1.02608], [1.07234, 4.20651, 3.10119], [-0.26589, 5.52437, 2.20206]], "mulliken_spin": [4.56, -0.03, 0.12, 0.10, 0.30, 0.00, 0.00, 0.00, -0.01, 0.00, 0.00, 0.00, 0.00, 0.00, -0.01, 0.00, 0.00, -0.01, 0.00, -0.01, 0.00, 0.00, 0.00, 0.00, 0.00, 0.00, 0.00, -0.01, 0.00, 0.00], "lumo_energy_ev": [4.019, 3.040], "gap_ev": [6.3, 3.2], "largest_force_ha_per_bohr": 0.122, "total_charge": -4, "spin_multiplicity": 6, "e_tot_ev": -96704.429}

4.
{"formula": "C24H67N6O7", "method": "ωB97M-V/def2-TZVPD", "symbols": ["O", "H", "C", "C", "C", "O", "C", "N", "H", "H", "H", "H", "H", "H", "H", "H", "H", "H", "H", "C", "C", "C", "O", "C", "N", "H", "H", "H", "H", "H", "H", "H", "H", "H", "H", "H", "C", "C", "C", "O", "C", "N", "H", "H", "H", "H", "H", "H", "H", "H", "H", "H", "H", "C", "C", "C", "O", "C", "N", "H", "H", "H", "H", "H", "H", "H", "H", "H", "H", "H", "C", "C", "C", "O", "C", "N", "H", "H", "H", "H", "H", "H", "H", "H", "H", "H", "H", "C", "C", "C", "O", "C", "N", "H", "H", "H", "H", "H", "H", "H", "H", "H", "H", "H"], "coordinates": [[28.96500, 20.13100, 13.65200], [28.39000, 20.35300, 14.46800], [32.40200, 21.52300, 17.68400], [31.45300, 20.59400, 16.72400], [30.08100, 20.40500, 17.38500], [30.29400, 19.54500, 18.53300], [29.08900, 19.12200, 19.12600], [31.23100, 21.23300, 15.39100], [32.02600, 22.50900, 17.89600], [33.28400, 21.71200, 17.19700], [32.61000, 20.96500, 18.59700], [31.99000, 19.66900, 16.60300], [29.53300, 19.83900, 16.57500], [29.59900, 21.36100, 17.55300], [29.02200, 18.34900, 19.94800], [28.46500, 18.57300, 18.55800], [28.74500, 20.06600, 19.50400], [30.62900, 22.04700, 15.49100], [30.52100, 20.60500, 15.11500], [25.19700, 21.92500, 10.48000], [26.70200, 21.91100, 10.79300], [27.21300, 23.23100, 11.18300], [27.06300, 24.17200, 10.18300], [27.02500, 25.39600, 10.56900], [26.79200, 20.91600, 11.94800], [25.25400, 22.34900, 9.69500], [24.65400, 22.40300, 11.23900], [24.79900, 20.80400, 10.50200], [27.33500, 21.40400, 10.14000], [28.34000, 23.44300, 11.33600], [26.51900, 23.61300, 12.07600], [26.16400, 25.75600, 11.01400], [27.08300, 26.27800, 9.65100], [27.84500, 25.32600, 11.36100], [27.64300, 20.68700, 12.38600], [26.84700, 20.03500, 11.70700], [27.38700, 24.72100, 15.56500], [27.78800, 23.26600, 15.31600], [26.44900, 22.34500, 15.10600], [25.69600, 22.42400, 16.29400], [24.54800, 21.56300, 16.19300], [28.62300, 22.95200, 14.24500], [26.78600, 24.83600, 16.50800], [26.79900, 24.89500, 14.66000], [28.16200, 25.36300, 15.41400], [28.30700, 22.79800, 16.13200], [26.53600, 21.29900, 14.82400], [26.07400, 22.69100, 14.21000], [24.14700, 21.63500, 17.10700], [24.88800, 20.56200, 15.89500], [23.51700, 22.00500, 15.68200], [28.76400, 21.86500, 14.19700], [28.37800, 23.41500, 13.36900], [26.54200, 17.77200, 14.58100], [26.30600, 17.46600, 13.17100], [24.93600, 18.11900, 12.83000], [23.91500, 17.30800, 13.39300], [22.61100, 17.56100, 12.86300], [27.33600, 18.09100, 12.34700], [27.41100, 17.53900, 15.08500], [25.75700, 17.48100, 15.32600], [26.66700, 18.87500, 14.54000], [26.21400, 16.41800, 13.19700], [24.77900, 18.39900, 11.62600], [24.99400, 19.09100, 13.21000], [22.68700, 17.07900, 11.81100], [22.12500, 18.53900, 13.03900], [21.97300, 16.83900, 13.40400], [27.86600, 18.87100, 12.66100], [28.07900, 17.40300, 12.42600], [32.34200, 22.25300, 10.37500], [31.24100, 21.38600, 11.00700], [30.68900, 20.29300, 10.06700], [30.44400, 20.83600, 8.82000], [29.77000, 20.06900, 7.92300], [31.60100, 20.82700, 12.33700], [33.07700, 21.71200, 9.81400], [33.01300, 22.86800, 11.05200], [32.06800, 22.64200, 9.30900], [30.39300, 21.99300, 11.08100], [29.68200, 19.91100, 10.62700], [31.39800, 19.41200, 9.91400], [30.37800, 19.00900, 7.91400], [29.66600, 20.52800, 6.95500], [28.56300, 20.00900, 8.04500], [31.80400, 21.62300, 12.81600], [30.71200, 20.43200, 12.75200], [30.28300, 16.70900, 15.20600], [31.07800, 17.22000, 13.99000], [32.00200, 16.08700, 13.41400], [32.86000, 15.73500, 14.40300], [33.76300, 14.55800, 14.19900], [30.08500, 17.63500, 12.84800], [29.45800, 16.20000, 14.67500], [29.86700, 17.63900, 15.46400], [30.85800, 16.27000, 15.95400], [31.60400, 18.17200, 14.26500], [32.51300, 16.37600, 12.18000], [31.32800, 15.20500, 13.22900], [33.22600, 13.72500, 14.18000], [34.04200, 14.56800, 15.18000], [34.65700, 14.64300, 13.45000], [29.47000, 18.27800, 13.28800], [30.66100, 18.29400, 12.31200]], "lowdin_charge": [-0.44, -0.02, -0.04, -0.35, -0.19, -0.18, -0.12, 0.06, 0.06, 0.02, 0.06, 0.12, 0.12, 0.12, 0.10, 0.03, 0.08, 0.05, -0.02, -0.01, -0.33, -0.21, -0.20, -0.22, 0.08, -0.05, 0.07, 0.13, 0.11, 0.15, 0.16, 0.04, 0.16, 0.10, -0.01, -0.05, -0.03, -0.44, -0.19, -0.18, -0.10, 0.03, 0.10, 0.07, 0.03, 0.10, 0.08, 0.07, 0.01, 0.09, 0.14, 0.06, 0.04, -0.08, -0.41, -0.21, -0.21, -0.12, 0.05, 0.03, 0.10, 0.07, 0.12, 0.16, 0.07, 0.11, 0.09, 0.07, -0.01, 0.04, -0.07, -0.42, -0.23, -0.23, -0.17, 0.07, 0.04, 0.09, 0.10, 0.09, 0.16, 0.14, 0.14, 0.05, 0.12, 0.00, 0.03, -0.04, -0.36, -0.28, -0.21, -0.03, 0.04, 0.09, 0.03, 0.06, 0.13, 0.19, 0.11, 0.03, 0.05, 0.13, -0.02, 0.04], "lumo_energy_ev": 2.701, "gap_ev": 8.1, "largest_force_ha_per_bohr": 0.236, "total_charge": -1, "e_tot_ev": -49232.725}